Here is C37H46IrNOS4Si as an isolated structure in a non-equilibrium geometry from the Open Molecules 2025 dataset. Energies are from the ωB97M-V functional and the def2-TZVPD basis.

Cartesian coordinates (Å):
Ir 0.28 0.04 0.62
C 4.36 1.78 2.44
C 4.43 0.83 1.24
S 2.94 -0.17 0.86
C 3.12 -1.56 2.01
C 2.01 -1.74 3.04
S 0.55 -0.66 3.01
C 0.98 0.59 4.26
C 2.05 1.62 3.94
S 3.76 0.99 3.96
H 3.73 2.64 2.23
H 5.36 2.13 2.65
H 5.22 0.08 1.38
H 4.66 1.39 0.33
H 4.07 -1.42 2.51
H 3.19 -2.44 1.39
H 2.41 -1.63 4.05
H 1.58 -2.74 2.95
H 1.23 0.01 5.16
H 0.03 1.10 4.46
H 2.00 2.40 4.70
H 1.87 2.05 2.98
C -1.77 0.24 0.71
Si -2.40 1.56 -0.39
C -1.01 2.91 0.00
N 0.27 2.29 0.08
C 0.91 1.92 -1.20
C 2.15 2.80 -1.49
C 1.87 4.22 -1.01
C 1.68 4.26 0.52
C 1.20 2.89 1.05
C -2.17 1.34 -2.21
C -1.67 0.14 -2.74
C -1.42 0.04 -4.10
C -1.66 1.12 -4.94
C -2.16 2.32 -4.42
C -2.41 2.43 -3.06
C -4.07 2.21 -0.05
C -5.03 2.32 -1.06
C -6.30 2.80 -0.77
C -6.63 3.14 0.55
C -5.68 3.02 1.57
C -4.42 2.55 1.28
H -2.19 -0.74 0.42
H -2.07 0.38 1.75
H -1.23 3.40 0.96
H -1.10 3.63 -0.82
H 0.18 2.01 -2.00
H 1.22 0.85 -1.15
H 2.35 2.77 -2.56
H 3.04 2.40 -0.98
H 0.97 4.59 -1.51
H 2.69 4.88 -1.29
H 0.97 5.04 0.80
H 2.63 4.48 1.02
H 0.70 3.00 2.00
H 2.04 2.22 1.14
H -1.48 -0.71 -2.09
H -1.04 -0.89 -4.52
H -1.48 1.03 -6.00
H -2.34 3.16 -5.07
H -2.80 3.37 -2.67
H -4.81 2.03 -2.08
H -7.03 2.89 -1.56
H -7.63 3.48 0.78
H -5.94 3.30 2.58
H -3.69 2.46 2.09
O 0.52 -1.67 -0.61
S 1.31 -2.99 -0.31
C 1.34 -3.90 -1.81
C 0.17 -4.21 -2.50
C 0.27 -5.01 -3.62
C 1.52 -5.47 -4.04
C 2.67 -5.16 -3.34
C 2.59 -4.35 -2.21
C 0.18 -3.97 0.67
C -1.16 -3.61 0.76
C -2.00 -4.38 1.54
C -1.50 -5.48 2.23
C -0.16 -5.82 2.13
C 0.70 -5.06 1.36
H -0.80 -3.85 -2.16
H -0.63 -5.28 -4.17
H 1.58 -6.09 -4.94
H 3.63 -5.53 -3.66
H 3.48 -4.09 -1.66
H -1.52 -2.75 0.21
H -3.06 -4.13 1.62
H -2.17 -6.08 2.85
H 0.22 -6.68 2.67
H 1.75 -5.32 1.28

Results
Net charge: +3
LUMO (alpha / beta): -9.508 / -12.213 eV
Multiplicity: 2
M: 869.35 g/mol
⟨S²⟩: 0.769
E_tot: -3553.00921 hartree